Record 1
Computed, not measured: a 12-piece molecular cluster, C26H53Cl22O5PS overall, with ωB97M-V/def2-TZVPD.

Summary:
structure (SMILES): CP(O)[C@]1(C)COS(=O)(=O)O1.ClCCCl.ClCCCl.ClCCCl.ClCCCl.ClCCCl.ClCCCl.ClCCCl.ClCCCl.ClCCCl.ClCCCl.ClCCCl
LUMO level: 0.1 eV
orbital gap: 10.0 eV

Geometry as XYZ:
```
108
C26H53Cl22O5PS (ωB97M-V/def2-TZVPD)
C 7.97 -1.21 -1.81
P 6.54 -2.35 -2.02
O 5.87 -2.31 -0.52
C 5.46 -1.17 -3.01
C 6.14 -0.97 -4.36
C 5.08 0.15 -2.28
O 3.65 0.26 -2.29
S 3.05 -0.74 -3.38
O 3.13 -0.13 -4.67
O 1.80 -1.23 -2.90
O 4.16 -1.85 -3.17
H 7.70 -0.17 -1.61
H 8.58 -1.24 -2.71
H 8.57 -1.60 -0.99
H 6.00 -1.50 -0.01
H 6.94 -0.25 -4.25
H 6.55 -1.92 -4.71
H 5.45 -0.60 -5.11
H 5.34 0.12 -1.22
H 5.55 1.02 -2.74
Cl -0.28 -1.85 1.53
C 0.94 -1.11 0.46
C 2.31 -1.14 1.07
Cl 2.45 -0.06 2.49
H 0.62 -0.10 0.24
H 0.95 -1.69 -0.47
H 3.04 -0.81 0.34
H 2.57 -2.15 1.40
Cl 7.83 2.24 -3.89
C 7.12 3.85 -4.23
C 5.79 3.75 -4.91
Cl 5.93 3.08 -6.56
H 7.84 4.38 -4.86
H 7.02 4.36 -3.28
H 5.36 4.74 -4.99
H 5.09 3.11 -4.37
Cl -5.14 -2.73 3.23
C -4.42 -3.49 1.78
C -5.32 -3.31 0.59
Cl -6.86 -4.20 0.80
H -4.26 -4.54 2.01
H -3.46 -3.01 1.60
H -4.84 -3.70 -0.31
H -5.58 -2.26 0.45
Cl 4.37 6.33 -3.15
C 3.70 7.95 -3.52
C 2.38 7.86 -4.24
Cl 2.57 7.20 -5.88
H 4.44 8.48 -4.12
H 3.57 8.47 -2.57
H 1.97 8.87 -4.35
H 1.67 7.24 -3.71
Cl -4.25 -7.21 7.50
C -3.95 -5.57 6.88
C -4.08 -5.49 5.38
Cl -2.78 -6.37 4.53
H -2.96 -5.26 7.21
H -4.70 -4.92 7.34
H -4.02 -4.45 5.06
H -5.03 -5.91 5.05
Cl -3.64 -6.38 -1.87
C -2.24 -5.86 -2.84
C -1.01 -5.64 -1.99
Cl -1.21 -4.26 -0.88
H -2.52 -4.95 -3.36
H -2.04 -6.64 -3.57
H -0.16 -5.42 -2.63
H -0.79 -6.52 -1.38
Cl -2.09 4.08 -3.30
C -0.80 3.12 -4.09
C 0.42 2.98 -3.21
Cl 1.27 4.53 -2.99
H -0.56 3.61 -5.03
H -1.21 2.14 -4.29
H 1.12 2.30 -3.68
H 0.16 2.61 -2.23
Cl -4.17 -4.39 10.12
C -5.62 -4.37 11.16
C -6.52 -5.55 10.88
Cl -7.27 -5.44 9.27
H -6.14 -3.43 10.98
H -5.27 -4.40 12.19
H -7.32 -5.57 11.61
H -5.96 -6.48 10.92
Cl 5.47 10.14 -5.89
C 4.67 11.61 -6.51
C 3.49 11.27 -7.39
Cl 3.99 10.49 -8.91
H 5.41 12.18 -7.06
H 4.33 12.18 -5.65
H 2.96 12.18 -7.66
H 2.80 10.59 -6.89
Cl -11.34 -3.24 4.26
C -10.36 -2.72 2.87
C -8.92 -2.46 3.24
Cl -8.74 -1.04 4.30
H -10.82 -1.82 2.46
H -10.41 -3.51 2.13
H -8.34 -2.27 2.34
H -8.49 -3.32 3.75
Cl -1.15 -1.00 4.90
C -2.67 -0.12 5.21
C -3.23 -0.44 6.57
Cl -3.80 -2.12 6.70
H -3.37 -0.38 4.42
H -2.44 0.94 5.15
H -4.08 0.20 6.78
H -2.47 -0.29 7.34
```

Results of the Mulliken charge analysis, in e, for atoms 1 through 2: C -0.992; P -0.099

***

Record 2
Computed, not measured: a 2-piece molecular cluster, C4H9NO overall, with ωB97M-V/def2-TZVPD.

Summary:
structure (SMILES): [H]/N=C/O.C=CC
energy above the lowest of the compared OMol25 structures with the same formula, charge and spin: 2.840 eV
LUMO level: 0.8 eV
orbital gap: 10.2 eV

Geometry as XYZ:
```
15
C4H9NO (ωB97M-V/def2-TZVPD)
C -1.74 -0.74 -2.12
C 0.61 0.17 2.22
C 2.19 0.71 0.38
C 1.01 0.32 0.78
N -1.37 0.37 -1.69
O -2.43 -1.66 -1.41
H -1.73 -1.01 -3.13
H 1.50 -0.01 2.80
H 0.20 1.03 2.55
H -0.15 -0.69 2.19
H 2.40 0.87 -0.65
H 3.14 0.64 0.89
H -2.55 -1.46 -0.41
H 0.11 0.37 -0.02
H -1.20 1.10 -2.38
```

Results of the natural (NBO) charge analysis, in e, for atoms 1 through 2: C 0.434; C -0.637

***

Record 3
Computed, not measured: an isolated ion of composition C4H8IN4 and charge +1, with ωB97M-V/def2-TZVPD.

Summary:
total charge: +1
structure (SMILES): C[C@@H]1N=C(I)NC(=[NH2+])N1
energy above the lowest of the compared OMol25 structures with the same formula, charge and spin: 0.000 eV
LUMO level: -3.6 eV
orbital gap: 9.9 eV

Geometry as XYZ:
```
17
C4H8IN4 (ωB97M-V/def2-TZVPD)
C -1.71 0.32 -0.04
C 0.11 -1.21 -0.06
C 0.35 1.16 -0.59
C 0.84 1.92 0.64
N -1.10 1.20 -0.68
N -1.06 -0.88 0.52
N 0.82 -0.24 -0.68
N 0.55 -2.53 -0.18
I -3.78 0.00 0.05
H 0.63 1.76 -1.42
H 0.69 1.37 1.54
H 0.42 2.88 0.86
H 1.85 2.17 0.57
H -1.65 -1.42 1.11
H 1.80 -0.37 -0.86
H -0.10 -3.26 -0.06
H 1.31 -2.87 -0.73
```

Results of the natural (NBO) charge analysis, in e, for atoms 1 through 2: C 0.283; C 0.705

***

Record 4
Computed, not measured: a 12-piece molecular cluster, C48H94O13 overall, with ωB97M-V/def2-TZVPD.

Summary:
structure (SMILES): O=C1CCCO1.C1CCOC1.C1CCOC1.C1CCOC1.C1CCOC1.C1CCOC1.C1CCOC1.C1CCOC1.C1CCOC1.C1CCOC1.C1CCOC1.C1CCOC1
energy above the lowest of the compared OMol25 structures with the same formula, charge and spin: 2.389 eV
LUMO level: 0.5 eV
orbital gap: 9.7 eV

Geometry as XYZ:
```
155
C48H94O13 (ωB97M-V/def2-TZVPD)
C -2.52 4.34 -0.04
C -3.82 4.20 0.70
C -4.10 5.60 1.34
O -3.03 6.46 0.86
C -1.93 5.66 0.54
H -2.70 4.46 -1.11
H -1.84 3.49 0.04
H -3.76 3.33 1.35
H -4.54 3.86 -0.05
H -3.93 5.61 2.42
H -5.15 5.87 1.21
H -1.33 5.53 1.43
H -1.28 6.19 -0.16
C -3.25 -4.00 -1.20
C -3.66 -3.04 -2.27
C -2.35 -2.49 -2.83
O -1.34 -3.42 -2.49
C -1.97 -4.55 -1.86
H -4.02 -4.71 -0.91
H -2.92 -3.45 -0.32
H -4.32 -2.27 -1.88
H -4.22 -3.50 -3.09
H -2.07 -1.50 -2.47
H -2.37 -2.56 -3.92
H -1.33 -4.89 -1.04
H -2.07 -5.27 -2.66
C 6.77 -0.86 -1.21
C 5.34 -0.92 -1.78
C 5.04 -2.38 -1.92
O 6.34 -2.99 -2.09
C 7.43 -2.05 -1.93
H 6.96 -1.00 -0.14
H 7.22 0.08 -1.52
H 5.24 -0.40 -2.73
H 4.63 -0.44 -1.10
H 4.40 -2.57 -2.79
H 4.58 -2.74 -1.00
H 7.78 -1.77 -2.92
H 8.26 -2.44 -1.34
C -2.33 1.84 -2.74
C -3.83 2.23 -3.00
C -4.38 0.95 -3.62
O -3.32 0.21 -4.08
C -2.08 0.89 -3.91
H -2.22 1.31 -1.79
H -1.60 2.64 -2.67
H -3.73 3.02 -3.74
H -4.43 2.59 -2.17
H -5.18 1.22 -4.31
H -4.86 0.47 -2.76
H -1.85 1.61 -4.70
H -1.26 0.19 -3.74
C -2.79 -1.10 5.16
C -1.62 -2.03 5.40
C -2.12 -3.31 4.75
O -3.52 -3.31 5.01
C -3.91 -2.03 5.49
H -2.86 -0.77 4.12
H -2.85 -0.15 5.69
H -1.47 -2.23 6.46
H -0.78 -1.66 4.80
H -1.61 -4.16 5.19
H -1.91 -3.31 3.68
H -4.01 -2.11 6.57
H -4.81 -1.60 5.03
C 3.57 5.26 2.62
C 3.37 4.87 1.17
C 1.86 4.60 1.23
O 1.35 5.49 2.21
C 2.35 6.14 2.99
H 4.51 5.75 2.87
H 3.54 4.34 3.21
H 3.99 4.04 0.84
H 3.55 5.69 0.47
H 1.59 3.56 1.39
H 1.53 4.86 0.22
H 2.08 6.11 4.04
H 2.60 7.14 2.65
C 3.34 -5.87 -2.69
C 3.44 -5.75 -4.14
C 1.96 -5.84 -4.61
O 1.29 -5.18 -3.55
C 2.17 -4.95 -2.44
H 4.24 -5.53 -2.18
H 3.11 -6.89 -2.39
H 4.00 -6.54 -4.65
H 3.88 -4.82 -4.48
H 1.77 -6.88 -4.88
H 1.91 -5.24 -5.51
H 1.74 -5.24 -1.48
H 2.43 -3.89 -2.44
C 1.02 -1.66 -4.32
C 2.42 -1.13 -4.57
C 2.10 0.08 -5.42
O 0.76 -0.24 -5.97
C 0.30 -1.52 -5.66
H 0.55 -1.13 -3.49
H 0.98 -2.71 -4.01
H 3.06 -1.80 -5.13
H 2.85 -0.87 -3.60
H 2.85 0.26 -6.19
H 1.95 0.93 -4.75
H 0.61 -2.22 -6.43
H -0.77 -1.45 -5.50
C 0.59 0.15 -0.82
C -0.04 0.44 0.54
C -0.11 -0.90 1.15
O 1.01 -1.61 0.69
C 1.29 -1.18 -0.64
H 1.25 0.95 -1.15
H -0.12 0.04 -1.63
H -1.00 0.94 0.64
H 0.67 1.04 1.11
H -1.05 -1.41 0.95
H -0.10 -0.90 2.24
H 0.81 -1.97 -1.23
H 2.35 -1.14 -0.89
C -0.29 3.83 4.54
C -0.96 2.75 3.71
C -0.58 1.54 4.49
O 0.73 1.83 5.02
C 1.04 3.21 4.97
H -0.95 3.95 5.40
H -0.12 4.78 4.04
H -0.52 2.71 2.71
H -2.04 2.74 3.56
H -0.49 0.67 3.85
H -1.39 1.40 5.20
H 1.77 3.41 4.19
H 1.38 3.49 5.97
C -5.32 0.83 0.60
C -4.05 0.24 1.11
C -4.56 -1.06 1.69
O -5.52 -1.52 0.75
C -6.15 -0.34 0.11
H -5.05 1.56 -0.17
H -5.81 1.36 1.42
H -3.57 0.85 1.87
H -3.26 0.02 0.39
H -5.10 -0.93 2.62
H -3.71 -1.67 1.98
H -7.18 -0.32 0.45
H -6.03 -0.52 -0.96
O 3.80 1.55 0.39
C 3.73 0.90 1.43
O 3.02 1.37 2.55
C 3.00 0.41 3.65
C 3.73 -0.86 3.12
C 4.23 -0.53 1.73
H 1.97 0.10 3.86
H 3.41 0.82 4.57
H 3.00 -1.67 3.18
H 4.49 -1.18 3.83
H 3.81 -1.24 1.02
H 5.31 -0.56 1.56
```

Results of the Mulliken charge analysis, in e, for atoms 1 through 2: C 0.604; C 0.244

***

Record 5
Computed, not measured: a 2-piece molecular cluster, CH4N4 overall, with ωB97M-V/def2-TZVPD.

Summary:
energy above the lowest of the compared OMol25 structures with the same formula, charge and spin: 4.453 eV
LUMO level: 1.2 eV
orbital gap: 10.6 eV

Geometry as XYZ:
```
9
CH4N4 (ωB97M-V/def2-TZVPD)
C -1.40 -0.92 0.55
N 1.61 0.28 -2.11
N 1.32 0.80 -1.16
N -0.35 -0.45 1.07
N 0.90 1.20 -0.11
H -1.47 -1.70 -0.08
H -2.27 -0.30 0.56
H 0.54 -0.96 0.86
H 1.13 2.06 0.41
```

Results of the natural (NBO) charge analysis, in e, for atoms 1 through 2: C -0.067; N -0.118

***

Record 6
Computed, not measured: C29H79AsF6N5O12V as an isolated structure, with ωB97M-V/def2-TZVPD.

Summary:
⟨S²⟩: 2.013
LUMO level (alpha / beta): -0.5 / 0.0 eV
orbital gap (alpha / beta): 8.4 / 9.0 eV
2S+1: 3

Geometry as XYZ:
```
133
C29H79AsF6N5O12V (ωB97M-V/def2-TZVPD)
V -0.06 -0.25 0.15
O -1.83 0.34 -0.85
C -2.01 1.71 -0.66
C -0.75 2.54 -0.08
O 0.10 1.78 0.78
H -2.85 1.85 0.02
H -2.37 2.11 -1.61
H -1.15 3.36 0.52
H -0.17 3.01 -0.89
As 3.34 -5.26 1.05
F 4.35 -4.32 2.20
F 4.26 -6.69 1.47
F 2.31 -6.19 -0.10
F 2.43 -3.73 0.62
F 4.53 -4.98 -0.36
F 2.16 -5.72 2.35
C 0.78 0.68 -3.90
C 0.74 -0.56 -2.94
C 1.67 -1.71 -3.48
O 1.51 -2.87 -2.68
C 2.55 -3.82 -2.88
N 1.21 -0.03 -1.61
H -0.07 1.37 -3.93
H 0.85 0.33 -4.93
H 1.58 1.37 -3.66
H -0.29 -0.90 -2.79
H 2.72 -1.45 -3.61
H 1.37 -1.96 -4.50
H 3.50 -3.43 -2.51
H 2.79 -4.15 -3.89
H 2.36 -4.70 -2.26
H 1.78 0.76 -1.87
H 2.08 -0.53 -1.50
C -2.03 -3.07 -1.77
C -1.57 -2.92 -0.33
C -1.61 -4.29 0.42
O -1.40 -4.10 1.75
C -1.45 -5.38 2.42
N -0.13 -2.43 -0.33
H -1.32 -3.70 -2.31
H -2.06 -2.10 -2.27
H -2.96 -3.63 -1.84
H -2.21 -2.29 0.29
H -0.88 -4.95 -0.05
H -2.56 -4.82 0.29
H -2.30 -6.04 2.24
H -1.41 -5.04 3.45
H -0.53 -5.91 2.15
H 0.26 -3.01 0.39
H 0.31 -2.90 -1.11
C -6.33 0.32 0.51
C -5.89 -0.71 -0.49
C -5.99 -0.22 -1.92
O -7.32 0.24 -2.17
C -7.40 0.65 -3.53
N -4.50 -0.93 -0.22
H -7.30 0.67 0.17
H -5.65 1.17 0.47
H -6.43 -0.09 1.51
H -6.46 -1.63 -0.38
H -5.74 -0.96 -2.68
H -5.34 0.64 -2.10
H -8.35 1.16 -3.68
H -7.42 -0.15 -4.27
H -6.56 1.27 -3.83
H -3.97 -0.08 -0.30
H -4.12 -1.57 -0.90
C 3.69 5.54 2.54
C 2.35 4.79 2.31
C 1.15 5.58 1.79
O 0.65 6.38 2.86
C -0.49 7.12 2.48
N 2.64 3.64 1.41
H 3.52 6.39 3.20
H 4.02 5.91 1.57
H 4.43 4.88 2.99
H 2.15 4.38 3.30
H 0.42 4.85 1.44
H 1.54 6.15 0.94
H -0.49 8.02 3.10
H -1.44 6.60 2.55
H -0.43 7.38 1.42
H 1.84 3.07 1.16
H 2.86 4.12 0.55
C 1.95 -1.94 3.55
C 0.93 -1.77 2.44
C -0.43 -1.20 2.96
O -1.13 -0.76 1.86
C -2.50 -0.56 2.22
N 1.52 -0.92 1.46
H 2.18 -0.99 4.03
H 2.90 -2.36 3.23
H 1.55 -2.59 4.32
H 0.77 -2.79 2.11
H -0.25 -0.40 3.68
H -1.00 -1.96 3.50
H -3.08 -1.48 2.25
H -2.98 0.18 1.58
H -2.62 -0.09 3.20
H 2.35 -1.42 1.19
H 1.99 -0.22 2.02
C 4.97 1.91 3.42
C 3.69 1.21 3.84
C 2.84 1.95 4.86
O 2.83 1.16 2.77
H 5.72 1.94 4.21
H 4.79 2.94 3.09
H 5.36 1.43 2.52
H 3.79 0.20 4.24
H 3.29 1.83 5.85
H 1.81 1.61 4.94
H 2.80 3.03 4.69
H 2.83 2.09 2.53
C 3.92 1.64 -0.63
C 4.71 0.37 -0.95
O 3.89 -0.84 -0.95
O 3.15 2.08 -1.72
H 4.58 2.44 -0.30
H 3.21 1.50 0.19
H 5.53 0.18 -0.27
H 5.19 0.44 -1.92
H 4.50 -1.56 -1.13
H 3.03 3.04 -1.70
C -2.43 0.01 -5.62
C -3.12 0.85 -4.51
O -3.30 -0.07 -3.38
O -2.05 0.89 -6.67
H -3.03 -0.86 -5.87
H -1.55 -0.40 -5.12
H -4.06 1.26 -4.86
H -2.58 1.76 -4.24
H -2.86 0.28 -2.61
H -2.85 0.98 -7.18
```

Results of the Mulliken charge analysis, in e, for atoms 1 through 2: V 1.459; O 1.117

***

Record 7
Computed, not measured: a 2-piece molecular cluster, C4H11NO2 overall, with ωB97M-V/def2-TZVPD.

Summary:
structure (SMILES): CC(=O)N(C)C.O
energy above the lowest of the compared OMol25 structures with the same formula, charge and spin: 0.929 eV
LUMO level: 0.4 eV
orbital gap: 9.7 eV

Geometry as XYZ:
```
18
C4H11NO2 (ωB97M-V/def2-TZVPD)
O -0.13 0.87 -2.24
C -0.12 1.15 -1.02
N -0.37 2.37 -0.55
C 0.00 0.00 0.00
C -0.38 2.62 0.89
C -0.58 3.49 -1.43
H 0.32 -0.91 -0.54
H -1.03 -0.15 0.36
H 0.66 0.14 0.87
H 0.64 2.38 1.24
H -1.10 2.01 1.47
H -0.58 3.68 1.08
H 0.28 3.71 -2.08
H -0.78 4.37 -0.80
H -1.46 3.29 -2.06
O 1.66 8.03 2.72
H 1.30 7.18 3.04
H 1.25 8.71 3.30
```

Results of the natural (NBO) charge analysis, in e, for atoms 1 through 2: O -0.646; C 0.672

***

Record 8
Computed, not measured: a 3-piece molecular cluster, C7H15NO overall, with ωB97M-V/def2-TZVPD.

Summary:
energy above the lowest of the compared OMol25 structures with the same formula, charge and spin: 6.695 eV
LUMO level: 0.7 eV
orbital gap: 6.6 eV

Geometry as XYZ:
```
24
C7H15NO (ωB97M-V/def2-TZVPD)
C -0.03 0.23 0.70
C -0.18 -0.87 -0.15
C -2.22 -0.85 0.39
C -0.27 1.63 0.22
C -0.24 -0.76 -1.65
N 0.08 0.07 2.05
C 2.22 -0.39 0.05
C 2.96 0.33 -0.79
O -3.02 0.07 -0.30
H -3.05 0.89 0.20
H 0.04 -1.85 0.26
H 0.33 0.88 2.60
H 0.52 -0.79 2.36
H -2.36 -0.83 1.47
H -2.40 -1.84 -0.02
H 2.76 -1.00 0.80
H -0.52 2.31 1.04
H -1.06 1.67 -0.53
H 0.64 1.98 -0.26
H 0.28 -1.60 -2.09
H -1.27 -0.73 -2.01
H 0.25 0.14 -2.01
H 4.05 0.38 -0.77
H 2.50 0.94 -1.57
```

Results of the natural (NBO) charge analysis, in e, for atoms 1 through 2: C 0.452; C -0.156